[1]
Below is a 2-piece molecular cluster, C35H36Br2N2P overall in a non-equilibrium geometry, with properties calculated with wB97M-V/def2-TZVPD.

Values from the calculation:
2S+1 = 1
orbital gap = 0.2090 hartree
HOMO = -10.18 eV
energy relative to the best compared isomer or geometry (same formula, charge and spin) = 0.0 kcal/mol
charge = +1

Each line ends with the Mulliken charge.
Atoms and positions in Å:
C  1.521146  -6.185858  -4.664984  -1.44
C  1.468320  -5.029209  -3.711458  0.51
C  2.303065  -3.921981  -3.902655  -1.30
C  2.290486  -2.835754  -3.030775  1.66
C  3.233910  -1.696219  -3.268454  -1.38
C  1.420025  -2.856774  -1.933532  -0.58
N  1.496807  -1.796942  -0.947026  0.91
P  1.128694  -0.178690  -1.491261  -0.03
H  -1.395289  -0.208584  0.206429  -0.37
N  1.878001  0.389834  -0.011851  0.78
C  2.198506  1.801652  0.113734  -0.81
C  1.709644  2.531727  1.210916  1.20
C  0.804739  1.856683  2.184881  -1.00
C  2.068070  3.871982  1.383270  -1.05
C  2.982518  4.474747  0.519463  0.59
C  3.402042  5.889679  0.754746  -1.49
C  3.496024  3.721393  -0.542344  -1.30
C  3.113507  2.398424  -0.766066  1.40
C  3.733691  1.625715  -1.890874  -1.13
C  2.651485  -0.582026  0.599542  -0.33
C  2.444399  -1.817379  0.068914  -0.46
C  0.569481  -3.948104  -1.720313  0.73
C  -0.338564  -3.975052  -0.531314  -1.16
C  0.597768  -5.022024  -2.617086  -1.24
H  0.821482  -6.970746  -4.360996  0.37
H  1.257406  -5.874973  -5.684446  0.33
H  2.529411  -6.618624  -4.718510  0.35
H  2.988516  -3.903391  -4.753031  0.40
H  3.825094  -1.425908  -2.383393  0.25
H  3.952769  -1.994534  -4.045294  0.46
H  2.709180  -0.817418  -3.669077  0.31
H  0.393486  2.603998  2.869177  0.27
H  -0.007084  1.350835  1.655195  -0.07
H  1.295356  1.075748  2.777925  0.30
H  1.636013  4.434785  2.217427  0.45
H  4.123810  6.236277  0.007687  0.36
H  2.531286  6.556849  0.716971  0.35
H  3.842456  6.006351  1.755057  0.34
H  4.223282  4.173544  -1.217777  0.32
H  4.360456  2.297049  -2.488126  0.44
H  4.413204  0.828943  -1.548934  0.23
H  2.971379  1.219727  -2.573182  0.19
H  3.355580  -0.318548  1.369600  0.52
H  2.941141  -2.740275  0.322556  0.47
H  -0.901066  -4.915803  -0.529242  0.44
H  0.205077  -3.904783  0.419397  0.34
H  -1.058570  -3.148548  -0.554310  0.10
H  -0.059416  -5.879802  -2.444163  0.32
Br  -4.013236  5.620009  6.354172  -0.17
C  -3.426842  4.201366  5.251535  -0.10
C  -2.277434  3.463636  5.601903  -0.57
C  -1.869166  2.382361  4.821314  -0.35
C  -2.571697  2.032550  3.649947  0.63
C  -2.106378  0.918515  2.865960  -0.58
C  -2.413285  0.755747  1.561874  0.09
C  -2.146968  -0.515420  0.836299  0.34
C  -3.189736  -0.936367  -0.184432  0.60
C  -3.575016  -2.282388  -0.186819  -0.41
C  -4.741475  -2.645318  -0.851520  -0.60
C  -5.507022  -1.703819  -1.530056  -0.12
Br  -7.133752  -2.224160  -2.367396  -0.18
C  -5.115424  -0.357689  -1.509671  -0.70
C  -3.921504  0.023124  -0.899127  -0.36
C  -3.654517  2.851124  3.239167  -0.48
C  -4.068909  3.909928  4.044494  -0.58
H  -1.759057  3.707378  6.521238  0.41
H  -1.004361  1.798258  5.148985  0.37
H  -1.519813  0.153703  3.386330  0.34
H  -2.938654  1.536360  0.994253  0.05
H  -1.697039  -1.333907  1.409997  0.36
H  -2.992881  -3.015187  0.400424  0.37
H  -5.006060  -3.689101  -0.891293  0.43
H  -5.703152  0.364352  -2.049301  0.42
H  -3.658166  1.079236  -0.870148  0.45
H  -4.183630  2.621977  2.309275  0.39
H  -4.933546  4.505740  3.790180  0.42

Cartesian forces (eV/Å) of the 3 atoms listed first:
-0.06 -0.26 -0.18
-0.01 0.35 0.18
-0.25 -0.04 0.12

[2]
Below is a 8-piece molecular cluster, C35H36Br2N4O17 overall in a non-equilibrium geometry, with properties calculated with wB97M-V/def2-TZVPD.

Values from the calculation:
2S+1 = 1
orbital gap = 0.3005 hartree
HOMO = -9.89 eV
charge = 0
SMILES = O=[N+]([O-])c1ccccc1.O=[N+]([O-])c1ccccc1.O=[N+]([O-])c1ccccc1.O=[N+]([O-])c1ccccc1.O=C1OCCO1.O=C1OCCO1.O=C1OCCO1.BrCCBr

Each line ends with the Mulliken charge.
Atoms and positions in Å:
O  -2.518134  -6.274837  5.972625  -0.60
N  -1.411524  -6.156657  6.456455  0.99
O  -1.097294  -6.757347  7.470035  -0.61
C  -0.546824  -5.246727  5.758455  -0.22
C  0.762666  -5.066167  6.089085  -0.32
C  1.676276  -4.463497  5.239335  -0.44
C  1.257966  -3.930127  4.055985  -0.25
C  -0.111914  -3.915237  3.790025  -0.29
C  -1.023954  -4.561727  4.626515  -0.28
H  1.287446  -5.681037  6.805285  0.34
H  2.728576  -4.548817  5.466895  0.37
H  1.833786  -3.519157  3.239945  0.33
H  -0.418084  -3.457257  2.861105  0.40
H  -2.064664  -4.675557  4.361235  0.52
O  1.392866  1.808523  -2.083565  -0.41
N  0.679136  2.582323  -2.619885  0.86
O  -0.470114  2.882973  -2.222345  -0.49
C  1.123226  3.136083  -3.859485  -0.02
C  0.346816  4.198153  -4.460135  0.13
C  0.728836  4.732273  -5.698085  -0.90
C  1.897056  4.257263  -6.293535  -0.18
C  2.697036  3.250473  -5.768395  -0.91
C  2.254566  2.705493  -4.605195  0.11
H  -0.544244  4.596363  -3.997715  0.32
H  0.095926  5.411263  -6.250175  0.41
H  2.266916  4.698283  -7.207375  0.35
H  3.579576  2.842343  -6.238455  0.42
H  2.953856  1.959533  -4.257415  0.31
O  -6.565404  6.797863  -0.723215  -0.58
N  -5.988874  6.401893  0.272995  0.94
O  -6.401234  6.583433  1.419365  -0.57
C  -4.698384  5.679933  0.208045  -0.23
C  -3.961514  5.616103  -0.991345  -0.18
C  -2.811894  4.871173  -1.155075  -0.37
C  -2.316254  4.184053  -0.044855  -0.11
C  -2.923634  4.317013  1.174265  -0.59
C  -4.079484  5.103643  1.327945  -0.37
H  -4.385364  6.171283  -1.815075  0.40
H  -2.381584  4.780533  -2.141485  0.27
H  -1.379874  3.646653  -0.072775  0.50
H  -2.429444  3.873063  2.025785  0.49
H  -4.549514  5.172173  2.297885  0.42
O  -2.964714  -3.293877  -4.406775  -0.57
N  -2.307004  -2.382867  -3.819175  0.91
O  -2.827544  -1.497247  -3.087035  -0.54
C  -0.829924  -2.409187  -3.905565  -0.49
C  -0.101184  -1.296007  -3.469985  0.37
C  1.303286  -1.322237  -3.491545  -0.27
C  1.914316  -2.518017  -3.902905  -0.50
C  1.214666  -3.628597  -4.359165  -0.84
C  -0.133404  -3.521787  -4.391445  -0.27
H  -0.721084  -0.497307  -3.090225  0.31
H  1.909256  -0.496287  -3.149505  0.56
H  2.989196  -2.623067  -3.903845  0.46
H  1.659506  -4.544587  -4.719005  0.44
H  -0.658214  -4.422247  -4.674545  0.40
O  0.898186  2.327953  3.437005  -0.59
C  2.021106  2.244863  2.996655  0.77
O  2.707906  1.098943  2.765795  -0.28
C  4.040516  1.371813  2.346765  0.18
C  3.881386  2.859573  1.876455  -0.27
O  2.748566  3.233983  2.616695  -0.36
H  4.784476  1.159353  3.114545  0.23
H  4.315746  0.630673  1.596395  -0.17
H  3.703186  2.909993  0.802305  0.21
H  4.819716  3.353813  2.128185  0.33
O  7.319006  -1.861657  -0.026425  -0.60
C  6.103336  -1.931207  -0.034725  0.64
O  5.444656  -3.002137  0.216545  -0.37
C  4.070666  -2.938227  0.163285  0.03
C  3.852316  -1.452987  -0.173575  0.88
O  5.192856  -0.959897  -0.266795  -0.43
H  3.826866  -3.551987  -0.703875  0.28
H  3.598286  -3.193637  1.111825  -0.02
H  3.406556  -1.071437  0.745025  -0.20
H  3.315346  -1.230937  -1.095775  -0.23
O  0.872896  -2.401357  0.621335  -0.62
C  0.192676  -1.404877  0.466765  0.60
O  0.219166  -0.291907  1.278355  -0.07
C  -0.640594  0.726403  0.737485  0.20
C  -1.655734  -0.168767  -0.003705  0.18
O  -0.881074  -1.257157  -0.347435  -0.32
H  -1.083374  1.314773  1.541145  0.30
H  -0.072104  1.320053  0.021605  -0.12
H  -2.058454  0.381203  -0.854265  0.40
H  -2.476014  -0.453167  0.655345  -0.51
Br  -2.774954  -1.297207  3.372015  -0.16
C  -3.986574  -2.559307  2.343065  -0.68
C  -5.265234  -1.783617  2.156905  -0.62
Br  -6.677754  -3.037307  1.652885  -0.16
H  -4.095824  -3.445827  2.967765  0.56
H  -3.548964  -2.844567  1.386395  0.37
H  -5.315014  -1.063047  1.340575  0.32
H  -5.734214  -1.283847  3.004475  0.39

Cartesian forces (eV/Å) of the 3 atoms listed first:
-0.57 -0.08 -0.44
-1.46 -0.61 0.93
1.08 0.57 -0.35